43
Properties=species:S:1:pos:R:3:forces:R:3 method="wB97M-V/def2-TZVPD" smiles="C[P@](=O)(O)[C@@H](C(=O)N/C=C/c1cccc(Cl)c1)c1csc2ccc(Cl)cc12" homo_lumo_gap_ev=8.25 e_homo_ev=-8.27 e_lumo_ha=-0.0006 fmax_ev_per_a=3.721
C 2.5322 1.0662 -4.1330 2.1 -0.4 -0.1
P 2.8383 0.6082 -2.4120 0.4 3.2 0.1
O 2.6130 1.8425 -1.5944 -0.6 -1.1 -0.1
O 4.3506 0.1286 -2.1890 -0.5 -0.3 -1.5
C 1.8190 -0.8031 -1.9235 -1.2 0.9 -0.3
C 1.8823 -0.6421 -0.4277 1.7 -1.9 2.7
O 3.0017 -0.6941 0.1524 -2.5 0.6 -1.2
N 0.6967 -0.7060 0.2575 0.3 0.3 -1.4
C 0.5581 -0.6358 1.6337 -3.0 -0.3 0.8
C -0.6765 -0.8614 2.2128 2.8 0.4 -0.8
C -0.9031 -0.7843 3.6663 -0.3 0.5 0.3
C -2.2033 -0.9968 4.1237 -0.4 -0.3 1.8
C -2.5010 -0.8718 5.5232 0.5 -0.2 -1.1
C -1.4920 -0.4704 6.4116 -0.1 -0.2 -0.1
C -0.1698 -0.2889 5.9730 -0.7 0.3 -1.4
Cl 1.1065 0.2512 7.0706 -0.7 -0.4 -0.5
C 0.1010 -0.4200 4.5962 -0.3 -0.2 0.8
C 0.4466 -0.7655 -2.5797 -0.5 -1.8 -0.5
C 0.0522 -1.8247 -3.3905 0.2 1.1 0.4
S -1.5571 -1.6506 -4.1197 1.3 0.7 1.4
C -1.7414 -0.1593 -3.1784 -1.1 0.2 -0.7
C -2.8851 0.6421 -3.2057 0.3 0.0 0.1
C -2.9160 1.8199 -2.4458 -1.3 -0.2 -1.2
C -1.8486 2.2314 -1.6983 2.0 -1.0 0.5
Cl -1.9006 3.7737 -0.8147 0.1 -1.2 -0.6
C -0.6935 1.3867 -1.6592 -0.5 2.1 1.0
C -0.6281 0.2169 -2.4149 0.3 -0.3 -0.2
H 1.5276 1.0298 -4.4433 -1.4 -0.2 0.1
H 2.8784 2.1076 -4.2709 0.1 -0.6 0.2
H 3.0832 0.3757 -4.7763 0.1 0.2 -0.2
H 4.4046 0.1787 -1.2328 0.5 -0.2 0.9
H 2.3029 -1.7347 -2.1799 0.3 -0.2 0.0
H -0.1481 -0.7415 -0.3267 0.6 0.0 0.7
H 1.4131 -0.3175 2.1834 0.6 -0.1 0.1
H -1.4932 -1.1126 1.5338 0.0 0.0 0.4
H -2.9772 -1.3240 3.4190 0.3 0.2 0.3
H -3.5061 -1.1372 5.9215 0.9 0.5 -0.5
H -1.7559 -0.2992 7.4462 0.2 -0.1 0.1
H 1.1124 -0.2517 4.2675 0.2 0.1 -0.1
H 0.6809 -2.7011 -3.5995 -0.5 0.5 0.0
H -3.7229 0.3453 -3.8447 0.2 0.3 0.4
H -3.7999 2.4434 -2.5266 0.1 0.0 0.1
H 0.1179 1.7470 -1.0054 -0.1 -0.5 -0.6

=====

11
Properties=species:S:1:pos:R:3:forces:R:3 method="wB97M-V/def2-TZVPD" homo_lumo_gap_ev="9.32 / 9.32" e_homo_ev="-10.02 / -10.02" e_lumo_ha="-0.0259 / -0.0259" fmax_ev_per_a=4.804
C -0.8895 0.2689 1.1237 -0.7 0.7 -3.1
C -1.1108 1.1406 0.1627 3.7 -2.3 -2.1
C -0.2318 -0.8801 0.5086 2.7 1.9 0.8
N 0.0322 -0.2403 -0.7721 -3.1 2.9 -0.2
N 1.2603 -0.0243 -1.2138 1.5 -0.2 0.3
O 1.4382 0.7442 -2.1573 -0.3 -0.5 0.8
O 2.1481 -0.6906 -0.6564 -0.1 0.4 -0.6
H -1.3372 0.3881 2.0019 -1.5 0.2 4.0
H -1.1161 2.0957 -0.3297 -0.5 0.1 0.2
H 0.6441 -1.1518 1.0822 0.3 -0.5 -0.2
H -0.8376 -1.6503 0.2503 -1.9 -2.8 0.1

=====

58
Properties=species:S:1:pos:R:3:forces:R:3 method="wB97M-V/def2-TZVPD" homo_lumo_gap_ev=4.33 e_homo_ev=-5.54 e_lumo_ha=-0.0445 fmax_ev_per_a=3.012
C 0.3777 -4.0992 0.8609 -0.3 -0.6 0.1
N 1.6186 -3.3671 0.6719 0.3 0.2 -0.5
C 1.8004 -2.0267 0.6334 1.0 -0.7 0.2
C 0.7032 -1.0728 0.8551 -1.4 2.6 0.6
C -0.6409 -1.4118 0.4178 1.1 -0.1 0.4
C -1.6574 -0.7182 1.0008 -0.2 -1.2 0.6
C -3.0099 -1.2621 1.1136 -0.5 0.2 -0.6
C -3.7727 -0.9007 2.2384 0.6 -0.4 -0.2
C -4.9841 -1.5296 2.4870 -0.2 -0.2 -0.4
C -5.4755 -2.4718 1.5668 0.2 0.2 0.0
C -4.7384 -2.7929 0.4163 0.1 0.3 -0.1
C -3.5190 -2.1647 0.1675 0.0 -0.2 0.7
O 0.9002 0.0203 1.4558 0.1 -2.1 -0.9
N 3.1399 -1.8133 0.5086 -0.6 -0.2 0.1
C 3.8709 -0.4937 0.5505 0.0 0.5 -0.1
C 5.3377 -0.7362 0.2437 0.4 -0.1 -0.1
C 3.7471 0.0983 1.9479 0.1 0.0 0.3
C 3.2879 0.4409 -0.5009 -0.2 0.0 -0.2
C 3.7683 -3.0385 0.4084 0.1 0.4 0.1
C 2.8300 -4.0027 0.4963 -0.2 0.1 0.2
H 0.6736 -5.0836 1.2411 -0.2 0.2 -0.1
H -0.2752 -3.6065 1.5892 0.3 -0.1 -0.2
H -0.1722 -4.2221 -0.0837 0.3 0.0 0.3
H -0.7906 -2.1353 -0.3873 -0.1 0.1 0.6
H -1.4744 0.0829 1.7198 0.4 -0.4 -0.2
H -3.3327 -0.1865 2.9394 -0.3 -0.2 -0.2
H -5.5409 -1.2768 3.3901 0.0 -0.1 -0.3
H -6.4479 -2.9350 1.7313 0.3 0.0 0.0
H -5.1077 -3.5228 -0.3065 -0.1 0.2 0.3
H -2.9073 -2.3912 -0.7110 -0.5 0.0 0.2
H 5.4811 -1.1962 -0.7428 0.0 0.1 0.2
H 5.8441 0.2378 0.2327 -0.2 -0.3 0.0
H 5.8256 -1.3468 1.0146 0.0 0.1 -0.2
H 2.7026 0.3262 2.1756 0.4 -0.1 0.0
H 4.1557 -0.6055 2.6843 0.0 0.2 0.0
H 4.3329 1.0263 1.9880 -0.1 -0.2 0.0
H 2.2819 0.7737 -0.2341 0.2 0.0 -0.2
H 3.9252 1.3341 -0.5753 -0.2 -0.3 0.0
H 3.2692 -0.0595 -1.4778 0.0 0.2 0.1
H 4.8370 -3.1137 0.3080 -0.2 -0.1 -0.1
H 2.9275 -5.0769 0.4735 -0.1 0.2 0.0
Br -2.9793 1.2906 -0.6757 -1.2 0.5 -0.1
C -1.1208 1.1626 -0.5494 1.6 1.2 -0.8
S -0.2625 2.1890 -1.6875 -0.8 -0.9 2.4
C -1.1422 3.7074 -2.0829 -0.1 0.5 -0.5
C -1.7936 3.8021 -3.3161 0.1 0.1 0.2
C -2.3438 5.0181 -3.7233 0.0 -0.1 0.0
C -2.2638 6.1441 -2.9037 0.1 -0.3 0.0
C -1.6224 6.0464 -1.6690 0.1 -0.2 0.0
C -1.0500 4.8372 -1.2589 -0.1 -0.1 -0.1
O 0.8776 2.6241 -0.8882 0.7 0.0 -0.7
O -0.0911 1.4899 -2.9376 0.3 0.3 -0.5
H -0.6112 1.2161 0.4251 -0.9 0.9 -0.6
H -1.8282 2.9259 -3.9621 0.0 0.2 0.2
H -2.8159 5.0771 -4.7026 0.0 0.0 0.2
H -2.6913 7.0892 -3.2339 0.1 -0.2 0.1
H -1.5409 6.9266 -1.0306 0.0 -0.2 -0.1
H -0.5123 4.7734 -0.3122 -0.1 0.0 -0.3

=====

56
Properties=species:S:1:pos:R:3:forces:R:3 method="wB97M-V/def2-TZVPD" charge=-1 homo_lumo_gap_ev=6.15 e_homo_ev=-3.68 e_lumo_ha=0.0908 fmax_ev_per_a=3.194
C -1.2560 2.8302 1.9657 2.3 -0.9 0.1
C -0.2527 1.8344 2.0729 -3.0 -0.4 1.1
Nb -0.1554 0.2670 0.4448 0.0 1.4 0.8
C -0.1439 -1.3033 -1.2212 -0.3 -1.3 0.5
C -1.0409 -2.5951 -0.9889 -0.4 0.2 -1.4
C -2.5896 -2.3313 -0.7826 -0.3 -1.2 0.1
C -3.1525 -3.0223 0.5451 -0.2 0.4 -0.3
O -3.4541 -2.0816 1.5888 0.0 -0.6 -0.1
C -0.9125 1.7640 -1.1368 -0.9 -0.9 -0.6
C -2.4355 1.5898 -1.5315 1.9 1.0 -1.7
C -2.7679 2.6965 -2.6425 0.5 0.2 1.0
F -3.3052 1.6847 -0.4354 0.2 0.0 -0.8
C 0.4647 -1.4108 1.8678 0.6 -1.5 -0.8
Br 0.5579 -0.8962 3.7952 -0.1 -0.4 -0.2
C 1.8106 -2.1712 1.4793 0.0 -1.4 0.8
C 1.5925 -3.7561 1.3357 0.3 0.8 -1.2
P 2.2520 1.0335 -0.0165 0.1 1.1 0.0
C 2.4343 1.8776 -1.6915 0.4 0.4 -0.5
C 2.4698 0.8725 -2.9053 0.5 0.8 -0.4
C 2.8669 2.3189 1.2250 1.4 0.3 0.2
C 3.3780 1.6338 2.5726 -0.3 0.5 -0.6
H -2.3420 2.6294 2.0798 0.8 0.0 -1.4
H -0.8742 3.8776 1.7847 -0.8 -0.6 1.1
H 0.4400 1.9399 2.9515 0.7 0.6 -1.7
H -1.9086 -0.0993 0.8445 0.4 0.7 -0.1
H -0.3781 -0.8145 -2.2154 0.0 -0.5 1.0
H 0.9224 -1.6823 -1.3293 -0.9 0.5 0.2
H -0.9547 -3.2144 -1.9355 -0.1 0.3 1.0
H -0.6926 -3.2582 -0.1607 0.0 0.8 -0.6
H -3.1551 -2.8324 -1.6238 0.6 0.5 0.6
H -2.8800 -1.2548 -0.8073 0.4 -0.8 0.3
H -2.4100 -3.7483 0.9830 -0.7 0.7 -0.5
H -4.1049 -3.5800 0.3230 0.9 0.2 0.0
H -4.3106 -1.6888 1.3857 0.3 0.1 0.0
H -0.3404 1.5319 -2.0879 -0.6 0.5 0.8
H -0.6926 2.8083 -0.7994 -0.2 -0.7 -0.4
H -2.4997 0.6014 -2.0647 -0.5 0.6 1.0
H -2.6567 2.2518 -3.6608 -0.4 0.4 0.8
H -1.9664 3.4831 -2.5486 -0.9 -0.6 -0.2
H -3.7459 3.2105 -2.4635 0.6 -0.7 -0.4
H -0.3481 -2.1949 1.8073 0.7 0.9 0.4
H 2.5932 -2.0403 2.2797 -0.8 0.2 -0.8
H 2.2533 -1.8429 0.5096 -0.4 0.1 0.8
H 1.3332 -3.9152 0.2473 0.0 -0.1 1.2
H 2.5585 -4.3096 1.4871 -1.0 0.4 0.2
H 0.7526 -4.1359 1.9652 0.8 0.2 -0.3
H 1.6365 2.6428 -1.9078 0.6 -0.7 0.4
H 3.4106 2.4455 -1.6628 -0.9 -0.6 -0.1
H 3.2528 0.0699 -2.7974 -1.0 0.6 0.2
H 1.4599 0.4600 -3.1412 0.9 0.0 0.4
H 2.7849 1.4632 -3.8171 -0.4 -0.6 0.8
H 2.1594 3.1661 1.4069 0.4 -0.8 0.0
H 3.7984 2.7805 0.7711 -1.0 -0.4 0.3
H 4.1173 2.3069 3.0867 -0.6 -0.6 -0.5
H 2.5541 1.4309 3.2965 0.6 0.0 -0.7
H 3.8732 0.6775 2.2734 -0.3 0.7 0.5